(1)
{
  "formula": "C2H7N4",
  "method": "ωB97M-V/def2-TZVPD",
  "multiplicity": 3,
  "e_tot_ev": -8133.3770,
  "total_charge": 1,
  "lumo_ev": [-3.9, -7.1],
  "gap_ev": [7.5, 7.6],
  "e_homo_ev": [-11.409, -14.733],
  "symbols": ["C", "C", "N", "N", "N", "N", "H", "H", "H", "H", "H", "H", "H"],
  "coordinates": [[-0.674, -1.181, 0.294], [0.230, 0.949, -0.401], [0.048, -2.145, -0.568], [0.686, -1.573, -1.446], [0.657, -0.393, -1.859], [0.068, 0.019, 0.670], [-1.707, -0.822, -0.168], [-1.055, -1.637, 1.197], [1.242, 1.402, -0.273], [-0.595, 1.388, -0.753], [1.295, 0.036, -2.479], [-0.395, 0.450, 1.557], [1.031, -0.390, 0.910]]
}

***

(2)
{
  "formula": "C19H39O3P3RuS",
  "method": "ωB97M-V/def2-TZVPD",
  "multiplicity": 5,
  "e_tot_ev": -67714.9647,
  "total_charge": 4,
  "lumo_ev": [-12.4, -15.9],
  "gap_ev": [6.0, 5.6],
  "e_homo_ev": [-18.359, -21.534],
  "symbols": ["P", "C", "H", "H", "H", "C", "H", "H", "H", "C", "H", "H", "H", "P", "C", "H", "H", "H", "C", "H", "H", "H", "C", "H", "H", "H", "P", "C", "H", "H", "H", "C", "H", "H", "H", "C", "H", "H", "H", "Ru", "C", "O", "C", "O", "C", "C", "C", "C", "C", "C", "H", "H", "H", "H", "H", "H", "C", "S", "C", "O", "H", "H", "H", "H", "H", "H"],
  "coordinates": [[-2.422, -0.946, 0.431], [-2.338, -2.345, 1.560], [-3.346, -2.579, 1.907], [-1.719, -2.067, 2.417], [-1.907, -3.197, 1.033], [-3.548, 0.287, 1.203], [-3.933, 0.996, 0.460], [-2.996, 0.838, 1.981], [-4.405, -0.240, 1.658], [-3.193, -1.598, -1.077], [-4.252, -1.783, -0.896], [-2.674, -2.525, -1.341], [-3.064, -0.879, -1.892], [1.443, -0.500, -2.445], [2.636, -1.879, -2.368], [3.161, -1.971, -3.327], [2.117, -2.818, -2.159], [3.362, -1.721, -1.571], [0.380, -0.928, -3.861], [-0.069, -0.022, -4.264], [-0.431, -1.562, -3.474], [0.967, -1.445, -4.621], [2.489, 0.954, -2.771], [2.944, 0.849, -3.765], [3.248, 1.018, -1.978], [1.884, 1.864, -2.717], [1.097, 1.861, 1.274], [2.272, 1.474, 2.559], [2.408, 2.398, 3.124], [3.211, 1.170, 2.093], [1.856, 0.693, 3.198], [1.788, 3.313, 0.432], [2.361, 3.882, 1.172], [1.020, 3.970, 0.023], [2.445, 2.978, -0.380], [-0.439, 2.217, 2.169], [-0.267, 3.084, 2.822], [-0.694, 1.337, 2.776], [-1.279, 2.448, 1.504], [-0.492, 0.473, -1.008], [-0.366, -1.419, -0.744], [-0.220, -2.594, -0.619], [1.091, 0.015, 0.211], [1.918, -0.803, 0.586], [-0.211, 2.846, -1.877], [-1.093, 3.135, -0.851], [-2.253, 2.406, -0.685], [-2.610, 1.460, -1.634], [-1.714, 1.085, -2.656], [-0.561, 1.900, -2.835], [0.710, 3.413, -2.012], [-0.921, 3.988, -0.194], [-2.895, 2.618, 0.172], [-3.602, 1.035, -1.635], [-2.029, 0.412, -3.430], [-0.016, 1.856, -3.757], [-0.265, -2.284, 5.446], [0.830, -1.735, 4.102], [1.131, -3.274, 3.272], [-0.017, -0.943, 3.135], [0.390, -2.435, 6.309], [-0.709, -3.260, 5.187], [-0.991, -1.484, 5.669], [0.217, -3.616, 2.782], [1.908, -3.061, 2.535], [1.498, -3.979, 4.015]]
}

***

(3)
{
  "formula": "C54H91F5N6O6",
  "method": "ωB97M-V/def2-TZVPD",
  "e_tot_ev": -92280.4373,
  "total_charge": 0,
  "lumo_ev": 0.5,
  "gap_ev": 9.7,
  "e_homo_ev": -9.134,
  "symbols": ["C", "O", "C", "C", "C", "N", "H", "H", "H", "H", "H", "H", "H", "H", "H", "H", "H", "C", "O", "C", "C", "C", "N", "H", "H", "H", "H", "H", "H", "H", "H", "H", "H", "H", "C", "O", "C", "C", "C", "N", "H", "H", "H", "H", "H", "H", "H", "H", "H", "H", "H", "C", "O", "C", "C", "C", "N", "H", "H", "H", "H", "H", "H", "H", "H", "H", "H", "H", "C", "O", "C", "C", "C", "N", "H", "H", "H", "H", "H", "H", "H", "H", "H", "H", "H", "C", "O", "C", "C", "C", "N", "H", "H", "H", "H", "H", "H", "H", "H", "H", "H", "H", "F", "C", "C", "C", "C", "C", "C", "H", "H", "H", "H", "H", "F", "C", "C", "C", "C", "C", "C", "H", "H", "H", "H", "H", "F", "C", "C", "C", "C", "C", "C", "H", "H", "H", "H", "H", "F", "C", "C", "C", "C", "C", "C", "H", "H", "H", "H", "H", "F", "C", "C", "C", "C", "C", "C", "H", "H", "H", "H", "H"],
  "coordinates": [[-1.105, 4.538, 3.265], [-1.060, 5.970, 3.033], [-0.549, 6.337, 1.750], [-0.635, 7.867, 1.562], [0.331, 8.627, 2.433], [-2.024, 8.404, 1.778], [-1.997, 4.201, 2.763], [-1.162, 4.451, 4.355], [-0.182, 4.045, 2.936], [0.535, 6.132, 1.683], [-1.041, 5.730, 1.002], [-0.342, 8.111, 0.479], [0.123, 9.627, 2.229], [1.366, 8.440, 2.235], [0.248, 8.428, 3.487], [-2.335, 7.916, 2.620], [-2.642, 8.092, 1.065], [0.493, 0.490, 7.022], [0.564, -0.298, 5.872], [1.541, -1.280, 5.980], [1.690, -1.998, 4.619], [0.417, -2.631, 4.253], [2.732, -3.023, 4.742], [1.448, 0.864, 7.350], [0.008, -0.132, 7.859], [-0.193, 1.373, 6.858], [2.492, -0.653, 6.228], [1.324, -2.105, 6.687], [2.089, -1.293, 3.907], [0.061, -3.213, 5.103], [0.446, -3.309, 3.421], [-0.280, -1.865, 4.031], [3.559, -2.674, 5.231], [2.340, -3.806, 5.335], [4.457, 0.367, 1.906], [5.172, -0.805, 1.671], [4.283, -1.914, 1.534], [4.996, -3.182, 1.110], [4.089, -4.424, 0.972], [6.092, -3.399, 2.119], [4.253, 0.452, 2.961], [3.495, 0.400, 1.491], [5.003, 1.250, 1.571], [3.742, -2.050, 2.483], [3.565, -1.590, 0.787], [5.426, -2.990, 0.136], [3.493, -4.357, 1.940], [4.655, -5.275, 1.200], [3.437, -4.449, 0.094], [6.564, -2.497, 2.103], [5.676, -3.626, 3.048], [-2.126, -3.965, 1.345], [-2.950, -3.027, 2.017], [-3.286, -3.257, 3.364], [-3.940, -2.005, 3.902], [-5.288, -1.707, 3.196], [-3.039, -0.820, 3.872], [-2.313, -5.032, 1.582], [-1.023, -3.793, 1.439], [-2.324, -3.768, 0.292], [-4.009, -4.027, 3.478], [-2.432, -3.561, 4.006], [-4.076, -2.303, 4.914], [-6.040, -2.373, 3.546], [-5.146, -1.756, 2.117], [-5.716, -0.676, 3.452], [-2.371, -0.778, 4.656], [-2.627, -0.777, 2.967], [3.255, -3.929, -7.414], [2.538, -4.575, -6.449], [2.434, -3.973, -5.220], [1.726, -5.019, -4.377], [1.542, -4.461, -2.977], [2.420, -6.298, -4.373], [2.704, -3.046, -7.757], [3.301, -4.611, -8.219], [4.221, -3.686, -7.011], [3.465, -3.762, -4.892], [2.043, -2.927, -5.236], [0.782, -5.206, -4.872], [1.032, -5.208, -2.321], [1.001, -3.513, -3.090], [2.469, -4.073, -2.510], [3.450, -6.149, -4.165], [2.500, -6.638, -5.312], [5.309, 6.406, -0.249], [3.914, 6.266, -0.268], [3.401, 7.061, -1.312], [1.869, 6.916, -1.380], [1.453, 5.509, -1.639], [1.306, 7.965, -2.268], [5.670, 7.451, -0.300], [5.763, 5.779, -1.027], [5.712, 6.009, 0.709], [3.577, 8.100, -1.236], [3.783, 6.701, -2.271], [1.526, 7.172, -0.376], [1.725, 5.312, -2.699], [0.389, 5.367, -1.431], [2.029, 4.867, -1.025], [1.375, 7.546, -3.177], [0.347, 8.158, -1.982], [-4.993, 0.129, -2.405], [-4.807, 0.948, -1.340], [-4.379, 2.263, -1.520], [-4.220, 3.070, -0.376], [-4.343, 2.593, 0.934], [-4.607, 1.209, 1.060], [-4.857, 0.398, -0.060], [-4.509, 2.711, -2.466], [-3.895, 4.126, -0.538], [-4.060, 3.140, 1.808], [-4.751, 0.750, 2.063], [-5.197, -0.630, 0.131], [-0.003, -2.162, -6.647], [-1.210, -2.181, -6.057], [-1.416, -1.448, -4.890], [-2.697, -1.595, -4.306], [-3.697, -2.374, -4.923], [-3.442, -3.116, -6.091], [-2.121, -3.096, -6.578], [-0.526, -0.866, -4.514], [-2.953, -0.924, -3.471], [-4.714, -2.361, -4.453], [-4.197, -3.776, -6.490], [-1.877, -3.704, -7.472], [0.635, 1.622, 1.877], [0.137, 0.759, 0.905], [0.677, -0.478, 0.849], [0.219, -1.440, -0.006], [-0.855, -1.130, -0.821], [-1.396, 0.148, -0.776], [-1.019, 1.043, 0.179], [1.570, -0.689, 1.395], [0.748, -2.392, -0.133], [-1.257, -1.830, -1.556], [-2.208, 0.366, -1.489], [-1.603, 1.959, 0.377], [1.453, 0.878, -3.120], [2.776, 0.886, -2.743], [3.456, 2.111, -2.675], [4.820, 1.992, -2.389], [5.438, 0.795, -2.048], [4.672, -0.359, -2.124], [3.266, -0.318, -2.368], [2.917, 2.922, -2.977], [5.348, 2.954, -2.319], [6.513, 0.761, -1.786], [5.203, -1.245, -1.794], [2.762, -1.265, -2.415], [-7.787, -3.616, -2.861], [-7.164, -3.834, -1.669], [-7.731, -4.589, -0.697], [-7.075, -4.636, 0.544], [-5.944, -3.945, 0.777], [-5.400, -3.142, -0.241], [-6.010, -3.069, -1.487], [-8.633, -5.133, -0.874], [-7.433, -5.306, 1.295], [-5.441, -4.004, 1.718], [-4.536, -2.627, 0.056], [-5.627, -2.416, -2.327]]
}